[1]
21
Properties=species:S:1:pos:R:3:forces:R:3 method="wB97M-V/def2-TZVPD" lumo_ev="-0.159 / 0.123" relative_energy_ev=5.371 e_homo_ev="-8.25 / -8.07" energy_ev=-9860.995
H -1.294 -2.049 2.214 0.02 0.01 -0.02
H -0.935 2.522 0.270 0.05 -0.02 0.01
H 1.217 1.097 -1.621 0.00 0.00 -0.02
H -1.787 -0.481 1.365 -0.15 -0.03 0.02
H 1.214 -0.470 0.300 -0.04 0.09 0.06
H 0.570 -1.508 -2.456 -0.08 0.29 -0.09
N 1.380 0.278 0.967 0.07 0.04 -0.04
H 1.211 2.827 -1.249 -0.03 -0.03 -0.02
H 1.176 2.316 1.182 -0.02 -0.04 -0.05
C -1.594 -1.543 1.306 -0.15 1.39 2.04
C 1.521 1.846 -0.886 -0.06 0.00 0.24
C 0.871 1.545 0.467 -0.03 0.00 -0.07
H -0.516 -2.877 -0.011 -1.63 0.66 0.82
H -2.279 -2.850 -0.251 -0.34 0.23 -0.22
H 2.608 1.837 -0.802 -0.01 -0.04 -0.01
H 0.909 0.027 1.828 -0.03 0.02 -0.05
C -0.085 -1.680 -1.606 0.20 0.09 -0.65
C -1.485 -2.193 0.095 2.38 -1.74 -3.33
N -1.148 -1.222 -1.220 -0.27 -0.98 1.41
H -0.952 1.001 -0.325 0.05 0.01 0.00
N -0.601 1.578 0.436 0.06 0.05 -0.01

---

[2]
21
Properties=species:S:1:pos:R:3:forces:R:3 method="wB97M-V/def2-TZVPD" lumo_ev=0.768 relative_energy_ev=1.879 e_homo_ev=-7.53 energy_ev=-9864.487
H 1.630 -0.530 3.150 -0.08 0.09 -0.01
H -1.100 -2.194 -0.244 0.09 -0.08 0.19
H 1.322 -1.526 1.058 0.16 0.04 -0.19
H -1.274 1.382 0.318 0.25 -0.21 0.40
H -2.582 0.084 -2.742 -0.03 -0.04 0.01
C 1.551 0.096 -0.203 0.63 -0.44 1.35
H 1.647 1.075 2.382 0.01 -0.04 0.20
C -1.576 -0.232 -0.868 0.36 0.07 0.40
H 1.286 -0.566 -1.020 -0.16 0.00 -0.03
H -3.042 1.215 -1.462 -0.01 0.03 0.00
H -1.911 -2.052 -1.883 -0.09 0.00 -0.14
H 3.042 -0.009 2.216 0.01 0.08 0.02
H -0.360 -0.202 0.976 -2.25 2.64 -2.66
H -1.478 1.381 -2.265 0.02 0.07 -0.02
C 1.950 0.033 2.276 0.12 0.09 -0.34
H 2.252 1.799 0.378 0.04 -0.20 0.16
C -1.519 -1.562 -1.010 -0.04 -0.15 -0.14
N -0.979 0.426 0.192 0.33 -1.82 1.59
N 1.314 -0.516 1.089 0.68 0.01 -0.73
N 2.035 1.236 -0.440 -0.10 -0.11 -0.17
C -2.209 0.660 -1.899 0.06 -0.02 0.12

---

[3]
21
Properties=species:S:1:pos:R:3:forces:R:3 method="wB97M-V/def2-TZVPD" smiles="N=C(N)N.C=CCC" lumo_ev=0.798 relative_energy_ev=0.515 e_homo_ev=-9.03 energy_ev=-9865.851
H 2.342 -1.848 0.593 0.03 0.06 0.08
H 0.474 -3.294 -1.827 -0.01 0.04 -0.16
H 3.203 -0.579 -0.452 0.06 -0.04 0.01
N -0.929 2.787 0.329 0.01 0.01 0.06
H -1.229 -1.028 -0.671 -0.02 0.13 -0.03
N -1.860 1.037 1.481 -0.16 -0.17 -0.03
H -0.155 3.056 -0.252 -0.03 -0.01 -0.06
H -1.820 -2.435 -1.520 -0.03 -0.07 -0.08
C -0.814 1.649 1.098 0.14 0.18 0.06
H 0.599 0.327 1.539 0.12 0.10 0.17
H -0.985 -1.153 -2.410 0.08 -0.10 -0.05
C -0.998 -1.723 -1.479 0.01 -0.01 0.21
H 1.605 -0.924 -2.216 -0.11 -0.04 -0.07
C 1.500 -1.489 -1.293 0.06 0.03 0.09
H 1.188 1.669 0.806 0.02 0.02 0.14
H 0.301 -2.798 -0.156 0.02 -0.14 -0.04
H -1.845 2.917 -0.066 0.01 0.04 0.00
C 0.331 -2.425 -1.183 0.01 0.25 0.16
N 0.501 1.333 1.470 -0.07 -0.24 -0.41
C 2.393 -1.286 -0.333 -0.11 -0.05 -0.07
H -1.627 0.269 2.103 -0.02 0.02 0.03

---

[4]
21
Properties=species:S:1:pos:R:3:forces:R:3 method="wB97M-V/def2-TZVPD" charge=+2 lumo_ev=-9.737 relative_energy_ev=4.642 e_homo_ev=-18.50 energy_ev=-9843.762
H -0.773 -1.452 0.958 0.24 0.22 -0.77
N -0.090 0.200 -0.171 -3.39 1.61 -4.09
C -0.643 1.021 0.920 -0.30 0.56 2.75
H -1.025 3.110 1.334 0.57 -0.58 0.04
H 0.896 0.180 -0.249 1.62 -0.22 0.34
H 1.347 3.524 1.242 -0.72 -1.26 -1.44
H -0.409 0.740 -1.110 0.84 -1.47 2.15
H -1.373 2.719 -0.266 2.34 -0.52 0.77
H 1.622 2.077 0.138 0.02 0.07 0.05
C 0.554 -4.476 -1.172 1.76 -1.98 2.63
H -1.666 0.616 1.162 0.74 0.71 -0.50
H 0.856 3.561 -0.531 0.94 -0.37 0.75
C -0.721 -1.084 -0.091 3.26 -3.37 0.55
H -1.572 -1.369 -0.649 -0.89 0.51 -0.89
H -0.014 0.768 1.812 -0.48 0.31 -0.59
C -0.533 2.495 0.552 -2.57 0.06 0.16
N 0.635 -2.098 -0.807 -1.46 1.69 1.42
N 0.532 -3.255 -0.916 -0.45 -0.49 -0.58
C 0.934 2.893 0.365 -0.47 2.42 -0.43
H 0.921 -5.264 -0.382 -0.85 1.90 -1.00
H 0.522 -4.908 -2.139 -0.75 0.21 -1.33

---

[5]
22
Properties=species:S:1:pos:R:3:forces:R:3 method="wB97M-V/def2-TZVPD" smiles="CC(=O)NN.CC(C)=N" lumo_ev=0.745 relative_energy_ev=2.085 e_homo_ev=-9.28 energy_ev=-11912.532
H -0.178 1.896 -0.221 -0.02 0.20 -0.08
H -0.830 -2.268 1.702 -0.03 0.50 0.10
N -1.382 -1.407 1.597 -0.15 -0.27 -0.46
H 1.435 0.288 -1.464 -0.19 -0.14 0.14
C 0.919 -0.673 1.368 -1.50 -0.32 0.81
H -1.900 1.966 -0.663 0.14 0.02 -0.13
H 2.850 0.176 1.698 -0.22 -0.03 -0.03
C -0.900 1.698 -1.016 -0.27 -0.32 0.88
H -0.648 2.320 -1.877 0.04 -0.16 -0.04
O 1.318 -1.824 1.273 -0.51 0.85 -0.18
H -0.741 0.542 1.768 0.14 -0.55 -0.01
N -1.891 -0.287 -1.943 0.47 0.12 1.93
H -1.920 -1.545 0.737 0.12 0.13 0.17
H 1.718 1.250 0.859 -0.02 0.08 0.13
C 1.809 0.504 1.652 0.32 0.09 -0.23
H 1.539 0.954 2.611 0.00 0.01 -0.16
H 0.601 -0.531 -2.815 0.03 0.22 0.08
H -1.717 -1.249 -2.248 0.24 0.26 -0.19
C 0.596 -0.356 -1.737 -1.90 -0.01 0.76
N -0.470 -0.352 1.362 1.86 -0.54 0.06
C -0.856 0.238 -1.377 1.00 -0.26 -3.66
H 0.649 -1.340 -1.266 0.42 0.11 0.09

---

[6]
22
Properties=species:S:1:pos:R:3:forces:R:3 method="wB97M-V/def2-TZVPD" lumo_ev=-0.382 relative_energy_ev=4.802 e_homo_ev=-8.46 energy_ev=-11909.814
H -1.556 -0.231 -3.270 0.02 0.05 -0.08
H -0.715 -1.615 -1.278 -0.15 0.03 -0.15
N 0.975 -0.171 0.703 -0.90 1.05 1.75
H -0.088 -1.946 1.194 0.02 -0.06 -0.02
C -0.362 0.952 1.554 2.41 -0.59 0.76
H -0.516 1.099 -2.747 0.01 0.01 0.02
C 0.966 -0.194 -0.662 -2.37 -0.14 -1.52
C -0.627 0.014 -2.751 -0.30 -0.13 0.18
H 1.478 -1.038 -1.127 0.21 0.18 0.24
C -0.691 -0.517 -1.330 2.67 -0.16 0.17
C 0.894 -1.475 1.338 -0.39 0.12 0.06
H -1.274 -0.345 2.644 0.16 -0.11 -0.01
H 1.065 -1.365 2.409 0.02 -0.03 -0.03
H -1.093 0.567 0.376 -1.19 -1.82 -2.52
H 1.217 0.775 -1.094 0.20 -0.05 -0.11
N -0.907 0.601 2.640 -0.39 -0.08 -0.78
H 0.204 -0.430 -3.302 0.02 -0.02 0.02
H 0.010 2.823 2.164 -0.15 -0.06 -0.04
O -1.600 0.039 -0.547 0.04 1.72 2.35
H 0.919 2.350 0.836 -0.04 -0.13 -0.07
N 0.048 2.249 1.332 0.12 0.05 -0.20
H 1.650 -2.144 0.918 -0.03 0.15 -0.01

---

[7]
22
Properties=species:S:1:pos:R:3:forces:R:3 method="wB97M-V/def2-TZVPD" lumo_ev=0.200 relative_energy_ev=4.808 e_homo_ev=-8.63 energy_ev=-11909.808
H 0.531 1.623 -0.400 0.02 0.00 0.04
N 0.425 -1.756 -1.208 -0.54 -0.25 0.10
H -2.170 1.118 1.851 0.04 -0.05 -0.08
C -0.798 0.190 0.543 -1.09 -0.21 -0.60
C -1.174 0.673 1.921 0.26 -0.13 0.03
H 0.484 -1.304 1.740 -0.13 0.09 -0.01
C -0.517 1.332 -0.460 0.23 -0.32 -0.14
C 1.348 -0.958 -0.792 -0.74 0.77 1.31
N 2.330 -0.237 -1.098 0.27 0.17 -0.13
H -0.854 -1.408 -0.584 0.29 0.30 0.03
H 2.024 -1.277 1.004 0.13 -0.01 0.15
H -1.215 -0.148 2.633 0.01 0.01 -0.04
O -1.479 -0.854 0.141 0.78 0.24 0.15
H -1.836 0.798 -1.918 0.05 0.00 0.00
N -0.872 1.105 -1.846 0.00 -0.03 0.17
H -0.487 1.440 2.276 0.00 -0.02 -0.02
H 2.418 -0.108 -2.105 0.06 -0.21 0.03
H -0.301 0.377 -2.255 0.00 0.00 0.04
H -1.103 2.186 -0.102 0.01 -0.09 0.10
C 1.109 -0.682 1.107 0.53 -0.44 -1.10
H 1.457 0.257 1.527 -0.15 0.06 -0.03
H 0.681 -2.366 -1.975 -0.04 0.12 0.00

---

[8]
25
Properties=species:S:1:pos:R:3:forces:R:3 method="wB97M-V/def2-TZVPD" charge=-1 lumo_ev=3.743 relative_energy_ev=1.120 e_homo_ev=-4.80 energy_ev=-25300.678
C -1.456 -0.175 1.340 -0.04 0.03 0.17
N 1.632 0.021 0.940 0.06 0.93 -0.07
H 3.476 -0.567 0.095 0.18 -0.11 -0.02
C -2.526 1.752 0.273 -0.07 0.07 -0.11
H 2.390 -1.890 0.561 0.09 -0.06 0.01
C 2.736 -0.882 0.834 0.43 -0.51 0.18
H 3.232 -0.971 1.812 0.05 -0.09 -0.13
C -1.060 0.365 -1.018 -1.71 -0.40 -0.90
H -2.276 -0.039 2.047 -0.03 -0.04 0.01
H 0.925 0.175 -2.630 0.03 -0.22 -0.06
H -3.547 1.549 0.617 0.05 0.05 0.00
C 0.652 -0.798 -2.211 -0.21 -0.06 -0.46
H 0.072 -1.347 -2.957 0.13 -0.01 -0.03
P 1.561 1.199 -0.111 1.40 1.17 0.94
H -2.023 2.415 0.981 0.03 0.03 0.04
O -1.355 0.964 -2.045 0.19 0.19 -0.34
H -2.552 2.232 -0.703 -0.09 0.04 0.12
N -1.800 0.516 0.123 -0.05 0.05 0.18
H 1.559 -1.350 -1.967 -0.03 -0.01 -0.03
N -0.141 -0.655 -1.003 0.17 0.13 -0.04
H -1.350 -1.239 1.129 0.07 -0.04 0.12
O 0.515 2.210 0.109 -0.25 0.04 0.05
H -0.526 0.202 1.774 -0.10 -0.08 0.10
H 0.445 -0.576 -0.163 -0.25 -0.89 0.28
O 2.595 1.357 -1.161 -0.06 -0.21 0.00

---

[9]
24
Properties=species:S:1:pos:R:3:forces:R:3 method="wB97M-V/def2-TZVPD" charge=+1 smiles="CO[C@H]1N[C@H](N)N[C@@H](C)[N+]1=O" lumo_ev=-5.426 relative_energy_ev=2.477 e_homo_ev=-13.04 energy_ev=-15439.882
C 1.284 1.297 0.040 2.81 -2.19 -1.56
H 1.299 1.948 0.900 -0.89 1.19 -0.31
N 0.393 1.353 -1.140 -0.25 0.33 2.78
N 2.593 1.370 -0.592 -0.61 1.55 1.38
H 2.610 1.010 -1.507 0.36 -0.69 -0.89
C -0.884 0.854 -0.904 2.60 -0.41 0.23
C 0.363 -2.403 0.650 -0.05 0.42 -3.22
H 1.673 -1.377 -0.687 1.30 -0.58 -1.40
N -0.267 -0.858 -1.016 -1.84 1.85 -1.88
H -0.041 -3.211 0.033 -0.35 0.62 -0.19
H 0.513 2.195 -1.672 -0.31 0.29 -0.49
H -3.091 -0.212 0.069 -0.81 0.98 1.08
H -1.434 0.978 -1.758 -1.80 -0.35 -2.30
H -0.257 -2.045 1.356 -2.43 0.52 2.69
O -1.499 1.003 0.219 0.71 0.67 1.02
H -3.213 1.261 -0.722 -1.65 2.10 -3.50
H 0.688 0.106 1.559 -0.73 -0.36 0.78
H 3.313 1.079 0.048 0.31 -0.09 -0.32
C -2.938 0.895 0.159 1.83 -2.11 3.63
N 1.157 0.013 0.692 -0.94 -1.55 -0.51
C 0.833 -1.170 -0.105 -0.21 0.91 1.02
H 1.192 -2.817 1.027 3.09 -1.44 2.04
O -0.533 -1.456 -2.003 0.58 -0.32 0.85
H -3.199 1.527 1.049 -0.71 -1.33 -0.92

---

[10]
26
Properties=species:S:1:pos:R:3:forces:R:3 method="wB97M-V/def2-TZVPD" charge=+1 lumo_ev=-2.758 e_homo_ev=-12.00 energy_ev=-28320.935
H -3.093 0.348 -1.033 -0.68 1.73 -0.06
H 1.799 -0.750 -2.823 -0.09 0.39 -0.71
C 2.603 0.996 -0.127 -2.66 0.36 1.33
O -0.368 0.505 1.020 1.17 0.14 -1.20
N -0.656 -2.040 2.002 -0.27 0.63 -0.49
H 0.342 -2.022 2.026 0.72 -0.38 0.15
C -1.062 0.149 2.219 0.11 2.18 0.53
S -0.484 0.112 -0.482 0.28 -1.08 0.64
N 1.509 -0.037 -2.171 1.08 -3.41 0.31
H 3.420 1.644 -0.409 -0.05 -0.10 -0.88
H -1.493 1.384 3.734 -0.43 -0.02 2.75
H -1.198 2.114 2.328 1.01 4.08 -2.37
H -2.471 -0.939 -2.145 -1.72 0.48 1.18
C 0.919 -0.898 -0.976 -1.55 1.05 -0.02
H 2.913 0.570 0.807 0.10 0.12 0.98
H -1.021 -2.874 2.400 0.00 -0.64 0.46
C -2.854 -0.662 -1.095 0.80 -1.69 -3.12
O -1.654 -0.891 -0.359 0.68 0.11 0.82
C 2.214 -0.235 -0.873 1.71 1.31 -0.43
H 3.097 -0.874 -0.903 -0.38 -0.41 -0.62
H -3.691 -1.284 -0.755 0.75 -0.06 0.14
N -1.392 1.337 2.786 -1.00 -3.91 -0.17
O -0.701 1.239 -1.346 -0.51 -0.50 0.66
H 1.617 1.530 0.071 1.69 0.14 -0.09
H 1.130 0.792 -2.566 -0.33 1.09 0.25
N -1.140 -0.954 2.750 -0.43 -1.63 -0.03